DFT (ωB97M-V/def2-TZVPD) results for C40H56BN8ORhS4Te as an isolated structure.

The total charge is +2. Its HOMO-LUMO gap (spin up / spin down) is 7.4 / 4.8 eV. The spin multiplicity is 5. Its highest occupied orbital energy (spin up / spin down) is -0.444 / -0.459 hartree. The energy is -4066.9799 Eh. Its expectation value of S² is 6.019.

Geometry as XYZ:
```
112
C40H56BN8ORhS4Te | the Open Molecules 2025 dataset | ωB97M-V/def2-TZVPD
Rh -0.3350 0.0680 -0.1184
C -0.1389 -3.7830 -2.2881
C 1.2915 -3.7283 -2.8161
C 1.3773 -3.0997 -4.2036
C 1.8386 -5.1520 -2.8945
N 2.1365 -2.9329 -1.8537
C 3.1660 -3.4628 -1.0989
C 3.6326 -2.4758 -0.3090
N 2.8974 -1.3410 -0.5663
B 3.2291 -0.0585 0.2655
N 2.7780 -0.2312 1.7402
C 3.5900 0.2660 2.7405
C 3.0429 -0.0680 3.9191
N 1.8816 -0.7752 3.6569
C 1.7296 -0.8542 2.3171
S 0.4190 -1.6027 1.4499
C 1.1309 -1.3796 4.8225
C -0.1979 -2.0121 4.4390
C 2.0366 -2.4536 5.4239
C 0.8707 -0.2545 5.8264
N 2.7758 1.2789 -0.4033
C 3.5467 1.7801 -1.4312
C 3.0918 3.0076 -1.7338
N 2.0159 3.2693 -0.8973
C 1.8411 2.1944 -0.0907
S 0.6131 1.9606 1.1112
C 1.4553 4.6578 -0.7527
C 1.5979 5.3704 -2.0987
C 2.2833 5.3705 0.3145
C -0.0217 4.6676 -0.3631
C 1.9884 -1.6390 -1.5039
S 0.8210 -0.5244 -2.1490
H -0.7403 -4.3938 -2.9613
H -0.5882 -2.7927 -2.2282
H -0.1610 -4.2388 -1.2971
H 0.8302 -3.7275 -4.9065
H 2.4149 -3.0423 -4.5349
H 0.9447 -2.1009 -4.2286
H 1.2314 -5.7011 -3.6121
H 1.7688 -5.6732 -1.9397
H 2.8693 -5.1768 -3.2498
H 3.4955 -4.4781 -1.1902
H 4.4318 -2.4833 0.4106
H 4.4293 0.0084 0.2975
H 4.4952 0.8021 2.5205
H 3.3818 0.1332 4.9173
H -0.0856 -2.8276 3.7297
H -0.8978 -1.2816 4.0331
H -0.6263 -2.4196 5.3548
H 2.1942 -3.2680 4.7151
H 1.5630 -2.8625 6.3162
H 3.0079 -2.0526 5.7128
H 0.4134 0.6067 5.3364
H 1.7802 0.0695 6.3318
H 0.1883 -0.6198 6.5926
H 4.3681 1.2243 -1.8471
H 3.4460 3.7028 -2.4687
H 2.6339 5.5824 -2.3570
H 1.0858 6.3287 -2.0377
H 1.1448 4.7921 -2.9074
H 3.3307 5.4358 0.0178
H 2.2188 4.8383 1.2652
H 1.9049 6.3821 0.4622
H -0.6156 3.9957 -0.9881
H -0.3886 5.6825 -0.5129
H -0.1814 4.3962 0.6757
C -6.5700 0.6061 0.9385
C -6.3444 2.1074 0.8048
C -4.9235 2.4587 0.3824
N -3.9550 2.0484 1.4036
C -3.0529 1.1002 1.3162
S -2.7498 0.2212 -0.1480
N -2.3028 0.7448 2.3896
C -2.0924 1.4124 3.6442
O -0.9673 1.4542 4.0602
C -3.2734 1.9374 4.3670
C -3.1291 3.0962 5.1258
C -4.2045 3.5706 5.8581
C -5.4079 2.8754 5.8545
C -5.5453 1.7057 5.1158
C -4.4797 1.2358 4.3661
H -7.5940 0.3951 1.2423
H -5.9094 0.1630 1.6870
H -6.3908 0.0956 -0.0094
H -6.5774 2.6158 1.7450
H -7.0176 2.5211 0.0517
H -4.8141 3.5347 0.2412
H -4.6652 1.9562 -0.5470
H -4.1038 2.4512 2.3234
H -1.5288 0.1213 2.1613
H -2.1770 3.6107 5.1351
H -4.1031 4.4757 6.4409
H -6.2404 3.2394 6.4416
H -6.4773 1.1570 5.1322
H -4.5695 0.3106 3.8086
C -1.7305 0.6651 -4.4023
Te -1.2267 1.8554 -2.7161
C -2.9434 2.9941 -3.2470
C -3.1679 2.6945 -4.7124
C -3.9713 3.5158 -5.4957
C -4.1797 3.2107 -6.8307
C -3.5799 2.0897 -7.3912
C -2.7751 1.2710 -6.6159
C -2.5729 1.5680 -5.2723
H -2.2747 -0.2060 -4.0330
H -0.8098 0.3285 -4.8736
H -2.7511 4.0463 -3.0435
H -3.7744 2.6662 -2.6214
H -4.4292 4.3970 -5.0635
H -4.8032 3.8523 -7.4381
H -3.7324 1.8595 -8.4367
H -2.3016 0.4022 -7.0559
```